(1)
# C34H25Cl2IrNO4PS

A molecular structure, C34H25Cl2IrNO4PS in a non-equilibrium geometry (the ωB97M-V functional and the def2-TZVPD basis, OMol25).

```
69
Properties=species:S:1:pos:R:3:forces:R:3:lowdin_charge:R:1
C -4.762118 -0.076529 1.546838 0.08 -0.04 0.01 -0.1816
C -3.409943 -0.311777 1.592750 -0.03 -0.23 -0.15 -0.6173
C 0.444701 -3.003284 -2.207998 -0.02 -0.04 0.08 -0.0990
C 0.973842 -5.348660 1.242844 0.00 0.26 0.14 -0.0975
Ir 0.471678 -1.076337 0.545090 -0.70 0.55 0.22 1.1249
H 0.395949 -1.926687 -2.112768 0.01 0.04 0.00 0.0708
C 1.267714 2.570428 4.056667 -0.01 0.02 -0.01 -0.0729
C 0.667474 -5.176217 -1.132648 -0.01 0.13 0.00 -0.1835
H 0.300045 0.973065 3.003820 -0.04 -0.11 -0.01 0.0591
C 2.472609 4.142328 2.702162 -0.07 -0.09 -0.08 -0.0990
C -1.954533 1.578834 -0.724970 -0.14 -0.03 -0.27 -0.1049
H 4.962352 1.819930 -2.103250 0.00 -0.02 0.03 0.0991
C -3.556409 -1.530709 -0.471161 -0.05 0.22 0.08 -0.6292
Cl -2.852725 -2.466674 -1.758393 0.15 0.00 -0.04 0.6686
H 1.619519 3.463657 -4.196910 -0.04 -0.01 0.00 0.0903
C 2.033753 2.966679 -3.327822 -0.26 0.01 0.08 -0.1050
C 1.199498 2.609949 -2.269600 0.01 0.24 -0.17 -0.0817
C 2.067343 3.700339 3.954989 -0.02 -0.03 -0.09 -0.1051
Cl -2.523492 0.285823 2.972304 0.14 0.02 -0.07 0.6493
C -4.909827 -1.282926 -0.505912 0.04 0.01 0.01 -0.1839
C 0.558352 -5.774486 -2.417532 0.03 -0.03 0.17 -0.0747
H 1.143684 -5.949209 2.133243 -0.01 0.06 -0.03 0.0888
C -2.446449 4.153081 0.149273 0.17 0.01 0.06 -0.0961
H -0.417503 4.134545 0.854300 -0.03 0.03 0.04 0.0967
C -0.939344 2.284074 -0.089031 0.07 -0.21 -0.06 -0.3474
H -5.214035 0.487462 2.356097 0.06 -0.01 -0.03 0.0858
C 0.879296 1.880285 2.916826 0.11 -0.11 0.10 -0.0984
P 0.636343 1.382033 0.202284 -0.38 -0.22 1.09 1.0286
H 2.394662 3.809908 0.589533 0.02 -0.02 -0.02 0.1000
H -4.438073 3.877992 -0.613031 0.04 -0.02 0.02 0.0924
H 4.034365 2.955014 -4.096664 0.01 0.00 0.00 0.0889
H 0.919158 -7.042487 -0.065231 -0.01 0.07 -0.01 0.0906
O 1.618574 -1.211526 2.593793 -0.03 0.24 -0.61 -0.4604
C -1.195775 3.577404 0.348063 -0.15 0.28 0.02 -0.0790
H 0.322941 -5.491744 -4.509137 0.00 0.03 0.00 0.0811
H -2.638564 5.161093 0.499630 0.03 -0.01 0.01 0.0901
N -1.389439 -1.217792 0.587931 -0.36 -0.07 -0.69 -0.1513
C -3.456483 3.435317 -0.478596 -0.02 0.12 0.03 -0.1021
O 2.520616 -0.734975 0.451208 0.43 -0.29 -0.07 -0.5969
H -5.478696 -1.688671 -1.336452 0.04 0.02 0.03 0.0844
O 3.724335 -2.279972 1.908318 -0.08 0.11 0.23 -0.3542
C 3.904976 2.049278 -2.152551 -0.02 -0.05 0.21 -0.0795
H 3.104666 5.018621 2.610195 -0.01 -0.01 -0.01 0.0892
H -3.999218 1.569407 -1.383448 0.04 -0.05 0.02 0.1018
C 3.386141 2.685251 -3.270993 0.06 -0.01 -0.01 -0.1173
S 2.957550 -1.047161 1.908262 0.55 -0.18 -0.24 0.2680
C 0.661987 -3.125075 0.271716 0.13 0.18 0.56 -0.2304
C 0.587814 -3.756276 -1.012249 0.01 -0.12 0.02 -0.1874
C 0.357044 -3.601380 -3.429845 0.00 -0.19 -0.18 -0.1192
H 2.386786 4.226871 4.847359 0.00 -0.01 -0.01 0.0881
C 1.714967 1.990610 -1.138852 -0.06 -0.46 -0.20 -0.3382
C 2.074461 3.453687 1.560825 0.05 -0.01 0.10 -0.0959
H -1.759764 0.562018 -1.046936 -0.03 0.10 -0.04 0.0789
H 0.964858 2.204083 5.031007 0.00 0.00 -0.04 0.1010
C -5.544614 -0.543826 0.491398 -0.09 0.01 -0.07 -0.1692
C 0.856126 -5.960483 0.029101 0.00 -0.07 -0.12 -0.0844
C 0.879047 -3.940143 1.363216 -0.11 -0.27 -0.11 -0.1157
C -3.210262 2.148591 -0.918316 0.12 -0.21 -0.08 -0.0739
C -2.672824 -1.035567 0.565148 0.22 -0.01 0.50 -0.4956
H 0.990067 -3.486940 2.340325 0.00 -0.02 -0.03 0.0775
C 3.077741 1.695966 -1.093164 0.31 0.12 0.12 -0.0802
H 0.602341 -6.858335 -2.490080 0.01 0.03 0.02 0.0940
C 0.404926 -5.015545 -3.537437 -0.02 0.23 -0.12 -0.1250
H 0.241744 -2.993916 -4.322418 0.01 -0.05 0.04 0.0876
H 3.477878 1.196022 -0.216850 0.00 -0.02 -0.12 0.0965
H 0.141327 2.834999 -2.318297 -0.01 -0.01 -0.06 0.0957
C 1.282102 2.309950 1.657996 -0.01 0.27 -0.21 -0.3410
O 3.695599 0.104475 2.411733 -0.17 -0.05 -0.01 -0.3630
H -6.608837 -0.343737 0.452309 0.06 -0.04 0.00 0.0688
```
Positions in Å, forces in eV/Å.

Calculated values
E_HOMO (alpha / beta)   -0.8 / -1.0 eV
Relative energy (zero: lowest compared OMol25 entry of this formula, charge and spin)   7.67 kcal/mol
Net charge   -2
HOMO-LUMO gap (alpha / beta)   5.29 / 5.44 eV

(2)
# C34H25Cl5N5O3RbS

A molecular structure, C34H25Cl5N5O3RbS (the ωB97M-V functional and the def2-TZVPD basis, OMol25).

```
74
Properties=species:S:1:pos:R:3:forces:R:3:lowdin_charge:R:1
Cl -3.141405 -5.488939 -1.471739 -0.02 -0.03 0.05 0.6006
C 0.914100 -1.979760 3.065408 -0.03 0.02 -0.02 -0.0609
H -4.197303 3.073580 -2.527000 0.00 -0.01 0.01 0.0847
H -1.880436 5.120643 -4.230545 -0.02 0.10 0.08 -0.0793
C -2.051004 -3.031727 -2.078714 -0.05 -0.19 0.06 -0.7064
H 3.486962 -0.138804 4.251656 -0.01 0.00 0.00 0.1060
H -3.523884 2.759333 5.594999 0.01 0.00 0.01 0.0924
N 1.861644 -1.952260 -1.341917 -0.01 0.13 -0.09 0.1133
H -5.797179 1.841772 1.447854 -0.01 0.01 0.02 0.0937
H 0.447935 -3.988299 3.639182 0.00 0.00 0.00 0.1022
C -4.799422 1.730966 1.852812 -0.06 0.03 0.05 -0.0635
C 1.122933 -3.152014 3.774815 0.01 -0.01 0.01 -0.0900
H -1.430412 5.263922 -1.713701 -0.02 -0.02 0.02 0.0779
Rb -0.373706 0.166839 -0.661960 -0.43 0.01 -0.39 0.7385
H -3.986539 0.882709 0.026714 0.01 0.00 -0.01 0.1082
O -2.041105 2.152312 -1.901042 -0.09 -0.05 0.14 -0.1025
N -2.547823 1.032550 1.460963 -0.05 0.04 -0.05 0.0982
C -2.471376 -4.282113 -2.528357 0.07 0.09 -0.13 -0.7210
C 4.020585 -2.476505 0.311960 -0.04 -0.05 0.02 -0.0688
O 1.971429 0.235820 0.940314 0.38 0.05 0.18 -0.4067
C -0.943416 4.755158 -3.773793 0.04 -0.12 -0.16 -0.2386
H -3.605065 4.621025 -2.851592 0.00 0.01 0.00 0.0709
C -2.250006 3.340483 -2.119262 0.32 0.06 -0.15 -0.5626
H 0.518914 1.592878 4.746181 0.00 -0.01 -0.02 0.0926
H 0.082017 -1.883250 2.377875 0.00 0.00 0.01 0.1139
H 0.819487 2.032443 -3.560602 0.00 -0.02 0.01 0.1087
C -3.176610 1.967488 3.610503 0.12 -0.07 -0.10 -0.1729
H -1.169173 2.476926 6.291277 -0.01 0.00 0.00 0.0923
S 1.524872 0.591490 2.276040 0.01 -0.28 0.07 0.5333
Cl -0.683213 -1.190217 -5.288974 0.05 0.10 -0.10 0.5886
H 4.976471 1.647766 -4.514230 0.01 -0.01 0.01 0.0972
H 4.854990 -2.659590 0.978218 0.01 0.01 -0.01 0.1026
C -2.222721 1.425404 2.717221 0.04 -0.02 0.11 -0.1531
C 4.092520 -1.483908 -0.647665 0.02 0.06 -0.06 -0.0272
C 1.799723 -2.901518 -0.418978 0.05 -0.07 0.01 -0.1339
H -5.252053 2.531689 3.784312 -0.01 0.00 -0.01 0.1044
C 2.983651 -1.241745 -1.455142 0.01 -0.28 0.24 -0.2461
O 2.281120 1.618634 2.966131 -0.04 0.01 0.02 -0.3281
C -1.392438 -2.375341 -4.194094 -0.02 -0.10 0.12 -0.7243
C -4.496914 2.110696 3.128648 -0.01 -0.01 -0.04 -0.0378
Cl -2.846455 -6.093479 -4.519126 0.00 0.00 0.00 0.5998
C -2.785007 2.345488 4.918114 0.00 0.02 0.05 -0.0842
C -3.778024 1.186809 1.047660 0.07 0.01 0.03 -0.1344
C -0.838675 1.280255 3.127036 -0.11 0.03 0.15 -0.2651
H -0.678566 3.848289 -4.342873 0.00 -0.01 0.04 -0.0671
H 2.795943 2.861637 -4.796742 -0.01 0.00 0.00 0.1032
H 0.857694 -3.439646 -0.356836 0.00 0.01 0.00 0.1014
C 2.194748 -3.253462 4.654822 0.01 0.00 0.00 -0.1085
C 2.983796 -0.132120 -2.441888 -0.10 0.26 -0.23 -0.2234
N -0.011297 0.766346 2.179194 -0.01 0.13 -0.10 -0.1984
C 1.776727 -0.905345 3.240384 0.01 0.06 -0.02 -0.2500
C 3.052285 -2.175774 4.829692 -0.04 0.01 -0.04 -0.0968
C -1.790386 -3.594613 -4.736223 0.00 0.04 0.09 -0.7174
C 2.849871 -3.206812 0.435828 0.04 0.05 -0.02 -0.0668
Cl -2.236941 -2.716762 -0.322647 -0.01 -0.01 0.09 0.5375
C -1.508948 -2.049981 -2.858933 -0.01 0.06 0.00 -0.1733
H 2.356550 -4.170767 5.208715 0.00 0.00 0.00 0.0908
H 5.060756 -0.299553 -2.965464 0.00 0.02 -0.01 0.1016
H 3.883923 -2.248593 5.520521 0.00 0.00 0.00 0.0922
Cl -1.625394 -3.954023 -6.429556 0.01 -0.01 -0.05 0.5980
C 1.779459 1.534431 -3.454967 -0.09 0.07 -0.04 -0.1053
C 4.140464 0.251076 -3.114105 0.04 -0.11 0.06 -0.0296
H 2.740176 -3.972485 1.192034 -0.01 0.00 0.00 0.0969
C -2.337557 -4.557797 -3.886879 -0.03 -0.06 0.00 -0.7193
H -0.260398 3.950243 -1.867619 0.01 0.02 0.02 0.0783
C 2.888343 1.999081 -4.151803 0.04 -0.06 0.03 -0.0501
C -1.479769 2.186756 5.293114 -0.06 0.02 0.03 -0.1083
H 4.971164 -0.858263 -0.732096 0.00 -0.01 0.01 0.1082
C 2.839314 -0.996719 4.124629 0.05 -0.01 0.03 -0.0637
C -0.509521 1.665368 4.419340 0.00 -0.04 -0.10 -0.0341
N -3.550672 3.802556 -2.263192 -0.05 -0.02 -0.04 0.1198
C -1.168533 4.375293 -2.303013 -0.10 0.04 0.04 -0.3312
N 1.820583 0.495291 -2.630311 0.15 0.03 0.09 0.0813
C 4.088178 1.330734 -3.980598 -0.03 0.06 -0.03 -0.0786
```
Positions in Å, forces in eV/Å.

Calculated values
E_HOMO   -0.1 eV
Relative energy (zero: lowest compared OMol25 entry of this formula, charge and spin)   0.00 kcal/mol
Net charge   -2
HOMO-LUMO gap   3.82 eV

(3)
# C34H25ClMnN2OP

A molecular structure, C34H25ClMnN2OP (the ωB97M-V functional and the def2-TZVPD basis, OMol25).

```
65
Properties=species:S:1:pos:R:3:forces:R:3:mulliken_spin:R:1
H -3.433200 -4.635211 -3.882961 0.00 0.00 0.01 -0.0004
C -5.689729 -0.747768 1.686072 0.03 0.01 -0.06 0.0030
C 0.258494 2.310073 -0.628929 -0.04 -0.02 -0.24 0.0037
H 3.096266 0.198706 -4.564541 0.00 0.00 0.02 -0.0001
H -2.852002 5.146605 2.156364 0.02 -0.01 -0.02 -0.0003
C 1.037584 1.684484 -1.658905 -0.01 0.39 0.11 0.0076
C -6.758659 -0.495806 0.836491 -0.04 0.01 0.00 -0.0027
H -7.762229 -0.438366 1.237046 0.01 -0.01 -0.01 -0.0001
N -0.487875 1.663493 0.197758 -0.07 0.09 0.59 -0.0185
H -3.052115 3.493873 -3.098699 0.00 -0.01 0.00 0.0001
H -3.393049 3.756091 4.112578 0.00 -0.02 -0.01 -0.0001
C -5.268752 -0.388241 -1.049021 -0.09 -0.01 0.00 -0.0115
C -1.737419 3.597022 1.144828 -0.06 0.25 0.07 -0.0097
C -1.288230 2.308474 1.185621 0.19 -0.17 -0.31 0.0126
Cl 3.170513 3.017467 -4.765242 -0.04 -0.02 0.03 -0.0056
C -1.590726 -0.634051 3.262291 -0.02 0.06 0.02 -0.0068
H -1.683675 2.853725 -5.057733 0.00 -0.01 0.01 0.0001
N -1.308426 0.144821 2.228248 0.16 0.04 0.03 -0.0898
O 0.620633 -0.574763 -0.915620 0.45 0.07 -0.19 -0.0380
H -3.230836 1.519964 5.270534 0.01 0.00 -0.03 -0.0002
C -1.333446 0.857952 -4.359344 -0.01 -0.02 0.03 0.0075
H -3.483493 1.864259 -1.304753 0.01 -0.01 0.00 -0.0001
C -2.514283 4.120602 2.205722 0.09 -0.03 -0.16 0.0003
C -1.564199 -0.066055 -3.348504 -0.01 0.00 -0.06 -0.0170
C 1.168328 0.291359 -1.791521 -0.51 -0.57 0.48 0.0045
C 2.397875 1.991556 -3.619787 0.07 0.03 -0.11 -0.0231
H -1.153361 -1.065197 -3.428276 0.01 0.02 0.01 -0.0018
H -0.958068 -3.098321 0.103784 0.04 0.08 0.01 0.0108
C -2.825132 3.349155 3.286000 0.01 -0.05 0.06 -0.0011
C -2.333811 -2.533354 -1.464160 -0.11 -0.04 -0.13 -0.0416
H -1.503681 4.230441 0.298415 -0.01 0.03 0.03 0.0011
H -7.387971 -0.130362 -1.183968 0.01 0.00 0.01 -0.0002
C -2.627675 2.500037 -3.161067 0.01 -0.04 0.00 0.0052
C -4.405474 -0.819815 1.169330 -0.11 -0.04 -0.02 0.0028
H -0.745792 0.573263 -5.222621 -0.01 0.00 0.02 0.0000
C 2.514317 0.605019 -3.747267 0.01 -0.16 -0.01 0.0102
P -2.551504 -0.848877 -0.873477 0.52 -0.45 -0.22 -0.0718
H 1.986957 -1.313656 -2.934183 0.00 0.01 0.01 0.0011
C -1.344200 -4.722200 -1.215100 -0.08 0.05 -0.08 0.0161
H 0.292254 3.398235 -0.577966 0.04 0.00 -0.03 0.0086
C -2.871592 1.580722 -2.154005 0.01 0.05 -0.03 -0.0076
H -2.450073 -0.841570 5.216523 0.00 0.01 0.00 0.0000
H -5.859020 -0.893857 2.744893 0.00 0.00 -0.02 0.0001
C -2.346186 0.287318 -2.247724 -0.01 0.09 0.00 -0.0051
H -1.296263 -1.674073 3.190550 0.03 -0.01 0.00 0.0037
H -3.698973 -2.315789 -3.122996 0.02 -0.01 0.01 0.0009
C -1.860113 2.137761 -4.265195 -0.01 0.01 0.02 -0.0150
C -2.262482 -0.166551 4.394233 0.03 -0.06 -0.01 0.0002
H -1.927668 -6.179374 -2.673444 0.00 0.02 0.00 0.0003
C -1.671196 1.474931 2.259080 0.02 -0.30 0.09 0.0034
H -0.689627 -5.397307 -0.681411 0.00 0.01 0.01 0.0012
C 1.671999 2.528080 -2.586024 -0.06 0.01 0.04 0.0178
C -1.495785 -3.410582 -0.787490 0.09 -0.14 0.13 -0.0345
C -2.041193 -5.158711 -2.332454 0.01 0.01 0.01 0.0019
C -2.685020 1.135298 4.416527 -0.05 0.08 0.07 0.0117
C -2.406494 1.996105 3.332158 -0.12 0.07 0.14 0.0041
H 1.577090 3.603071 -2.493597 0.01 -0.02 0.02 -0.0007
C -6.550330 -0.319822 -0.526055 0.03 0.00 0.01 -0.0003
C -4.193360 -0.643712 -0.198119 0.02 0.14 0.27 -0.0192
C -2.887754 -4.290815 -3.014675 0.02 -0.02 0.01 -0.0017
Mn -0.519842 -0.379994 0.453288 -0.53 0.51 -0.26 4.2859
H -5.113926 -0.247823 -2.111577 0.01 0.01 0.01 -0.0004
C -3.036563 -2.984175 -2.584514 -0.07 0.06 -0.02 -0.0044
H -3.575001 -1.031723 1.829555 -0.06 -0.02 -0.05 0.0063
C 1.897363 -0.239342 -2.846563 0.18 0.06 -0.30 -0.0036
```
Positions in Å, forces in eV/Å.

Calculated values
E_HOMO (alpha / beta)   -13.9 / -14.0 eV
Net charge   +2
2S+1   5
⟨S²⟩   6.211
HOMO-LUMO gap (alpha / beta)   5.48 / 7.22 eV

| no. | electronic energy (hartree) |
| --- | --- |
| 1 | -3430.671880 |
| 2 | -4533.407737 |
| 3 | -3447.475423 |